A molecular structure, C29H32IrN2O5P at a distorted geometry, computed with ωB97M-V with the def2-TZVPD basis set.

Geometry as XYZ:
```
70
Properties=species:S:1:pos:R:3:forces:R:3
O -6.514 4.019 0.613 0.0 0.0 0.0
C 2.055 -0.498 -1.795 0.1 0.1 -0.1
C 3.411 -0.689 2.756 0.0 0.0 0.1
H -1.134 4.852 -1.151 0.0 0.0 0.0
H -5.032 2.206 0.335 0.0 0.0 0.0
C -1.881 2.866 -0.714 0.1 0.1 -0.1
C 2.311 -0.686 1.942 -0.2 0.0 0.0
H 3.830 -1.083 -2.826 0.0 0.0 0.0
H -1.731 -1.781 -4.203 0.0 0.0 0.0
H -0.517 -0.009 5.501 0.0 0.0 0.0
H 1.669 -5.419 0.014 0.0 0.0 0.0
H -3.208 5.955 -0.647 0.0 0.0 0.0
H 4.158 1.171 -3.849 0.0 0.0 0.0
H -1.956 -4.237 -4.130 0.0 0.0 0.0
C 0.722 -3.541 -0.357 0.1 -0.1 0.0
C -1.977 4.247 -0.845 0.0 0.0 0.1
C 2.028 -0.349 4.695 -0.1 0.0 0.0
H 0.025 -5.559 -0.620 0.0 0.0 0.0
C 0.246 2.613 -1.789 -0.2 -0.2 0.0
H -4.859 -3.144 -0.785 0.0 0.0 0.0
H -5.005 6.518 -0.141 0.0 0.0 0.0
C 0.667 -4.992 0.051 -0.1 0.0 0.0
H 0.290 -5.088 1.069 0.0 0.0 0.0
O -1.058 -1.510 -2.310 0.1 -0.1 -0.2
C -1.435 -0.405 2.263 -0.1 0.2 0.0
C -3.332 -2.541 0.607 0.0 -0.3 -0.2
H 1.376 -2.971 0.308 0.0 0.0 0.0
C -1.541 -0.156 3.661 -0.2 0.0 -0.3
O -0.615 -2.993 -0.249 -0.2 0.1 0.0
H 2.422 -0.838 0.874 0.0 0.0 0.0
C -5.622 4.728 0.251 0.0 0.0 0.0
C 1.016 -0.511 2.483 -0.1 0.1 0.1
H 4.397 -0.826 2.331 0.0 0.0 0.0
H -2.334 -0.470 1.668 -0.1 -0.1 0.0
H 2.483 2.962 -3.344 0.0 0.0 0.0
H 0.206 3.592 -2.254 0.0 0.0 0.0
O -5.791 6.052 0.157 0.0 0.0 0.0
C 3.317 0.972 -3.199 0.0 0.0 0.0
C -4.162 2.762 0.011 0.0 0.0 0.0
C -0.427 -0.148 4.430 0.2 0.0 0.2
H -2.900 -2.232 -2.952 0.0 0.0 0.0
N -0.679 2.152 -1.030 0.0 0.3 -0.1
C -1.858 -2.304 -3.260 0.0 -0.1 0.0
C -4.141 -3.595 -0.101 0.0 0.0 0.0
H 1.918 -0.218 5.764 0.0 0.0 0.0
C -3.172 4.879 -0.541 0.0 -0.1 0.0
H -2.517 -0.017 4.105 0.0 0.0 0.0
C 3.268 -0.519 4.146 0.1 0.0 -0.1
H -3.964 -1.868 1.181 0.0 0.1 0.0
H 1.899 -1.448 -1.316 0.0 -0.1 0.0
H -2.911 1.046 -0.220 0.0 0.0 0.0
C 2.389 1.971 -2.921 0.0 0.0 0.0
H -3.498 -4.281 -0.654 0.0 0.0 0.0
N 1.161 0.452 -1.527 0.4 0.0 -0.3
P -1.147 -1.602 -0.753 0.2 0.2 0.1
O -2.662 -1.691 -0.395 0.0 0.2 0.1
H -2.575 -2.973 1.258 0.0 0.0 0.0
C -2.974 2.125 -0.284 0.0 -0.1 -0.1
H -0.329 -3.777 -3.632 0.0 0.0 0.0
H -4.694 -4.174 0.639 0.0 0.0 0.0
C -1.382 -3.732 -3.353 0.0 0.0 0.0
H -1.529 -4.274 -2.419 0.0 0.0 0.0
C 1.327 1.683 -2.092 -0.1 -0.1 0.0
C 0.874 -0.338 3.880 0.1 0.0 0.0
Ir -0.230 0.324 -0.084 -1.0 -0.1 0.6
C -4.273 4.143 -0.110 0.0 0.0 0.0
H 1.054 -3.445 -1.393 0.0 0.0 0.0
C 3.139 -0.275 -2.633 0.0 0.0 0.0
H 4.143 -0.524 4.782 0.0 0.0 0.0
C -0.184 -0.494 1.690 1.1 -0.5 0.0
```
Forces are in eV/Å.

Charge = +2
Calculated total energy = -2055.21748 a.u.
Orbital gap = 6.05 eV

Here are the Mulliken charges for atoms 1 to 5, given in e: O -0.514; C 0.273; C -0.921; H 0.335; H 0.513